Record 1
# C37H86BrN8O8

A cluster of 7 separate species, C37H86BrN8O8 in total (ωB97M-V/def2-TZVPD, the Open Molecules 2025 dataset).

Structure (XYZ):
```
140
Properties=species:S:1:pos:R:3:forces:R:3
C 6.798954 -1.243384 -2.018891 -0.5 -0.1 0.8
C 5.628760 -0.194704 -2.179194 0.7 0.4 -0.2
C 5.496905 0.414429 -3.635508 0.1 0.1 0.4
C 4.693177 -0.509431 -4.638688 1.1 0.1 0.3
N 3.702681 0.279208 -5.480733 -1.7 -1.0 1.7
C 2.557506 0.459268 -4.601119 -0.3 1.1 0.1
C 2.367001 1.719175 -3.890512 -1.7 -1.3 0.8
C 1.233817 1.884281 -2.969148 0.0 -2.2 -1.4
C 1.052818 3.231838 -2.168357 0.0 1.1 0.4
O 0.709880 3.289756 -1.022918 0.1 -1.4 -0.7
O 1.343508 4.453829 -2.797472 0.9 -2.1 -0.4
C 0.293921 0.692589 -2.802995 0.7 0.0 -1.1
C -0.965973 0.602736 -1.830894 1.0 -0.2 0.9
C -0.602292 -0.547067 -0.753363 0.6 -0.5 -1.1
C -1.146084 -1.980471 -1.171338 0.2 0.8 0.1
Br -1.162791 -0.097573 1.082425 0.1 0.1 -0.8
C 0.556742 -0.513866 -3.594536 0.6 2.1 0.5
N 1.656081 -0.594988 -4.453200 -0.2 2.2 1.3
H 6.550383 -1.898387 -1.130125 0.4 0.7 -0.9
H 7.742139 -0.709109 -1.724687 -0.9 -0.7 -0.6
H 6.939354 -1.931813 -2.892629 -0.1 0.8 0.6
H 5.885289 0.670951 -1.497518 -0.4 -1.0 -0.6
H 4.654611 -0.624136 -1.819618 0.7 0.4 -0.5
H 6.528745 0.607254 -4.055195 -1.1 -0.2 0.5
H 5.034896 1.440178 -3.517110 0.3 -1.2 -0.4
H 4.161646 -1.324971 -4.056503 0.6 0.7 -0.6
H 5.427512 -0.973707 -5.343496 -0.8 0.3 0.5
H 3.363595 -0.327465 -6.243642 0.5 0.4 0.2
H 3.107290 2.535439 -4.058307 -0.9 -0.8 0.0
H 2.072400 4.848543 -2.271455 -0.8 0.1 -0.2
H -1.924384 0.345514 -2.350670 1.0 0.2 0.2
H -1.142964 1.544908 -1.251452 0.4 -0.7 -0.8
H 0.523681 -0.633473 -0.727987 -1.2 0.4 0.4
H -1.964709 -1.833619 -1.922031 0.5 -0.5 0.8
H -0.293225 -2.538662 -1.649404 -0.9 0.3 0.5
H -1.520084 -2.532917 -0.268036 0.3 0.4 -1.2
H -0.094875 -1.417350 -3.545461 0.6 1.0 -0.1
H 1.836971 -1.456740 -4.981332 -0.2 0.5 0.3
C -3.496922 5.472043 1.452774 -0.3 -0.2 0.0
C -2.316760 4.944814 0.643692 0.1 0.4 0.3
C -1.108682 4.534673 1.507702 0.1 -0.2 -0.2
O -0.342887 5.623349 2.003318 -0.2 -0.3 0.0
C -0.881013 6.239612 3.163275 0.3 0.2 0.0
N -1.944600 5.946038 -0.364746 0.2 -0.2 -0.1
H -3.343279 6.494573 1.799784 0.1 -0.1 0.0
H -4.401889 5.478961 0.839275 0.1 0.0 0.0
H -3.690066 4.840762 2.323315 0.1 0.1 0.0
H -2.660369 4.044134 0.120689 0.1 0.0 0.0
H -0.428937 3.955776 0.874798 0.0 0.2 0.1
H -1.407766 3.869587 2.327638 -0.2 0.1 0.1
H -1.375061 5.520354 3.820065 -0.1 0.0 -0.1
H -1.573891 7.035005 2.880159 -0.1 0.0 0.2
H -0.057016 6.702314 3.710252 0.0 -0.1 -0.1
H -1.223012 5.552033 -0.966007 -0.1 0.0 0.0
H -1.465260 6.702718 0.121090 -0.2 0.0 0.0
C -4.161581 6.196205 -4.133860 0.0 0.3 0.1
C -5.104477 5.022767 -3.886517 0.4 -0.1 -0.3
C -4.472435 3.891371 -3.055139 -0.4 0.0 0.2
O -3.559458 3.066510 -3.775754 0.2 0.0 0.3
C -2.261197 3.610215 -3.909957 -0.1 -0.1 -0.2
N -5.604863 4.532632 -5.176402 0.0 -0.3 0.2
H -3.420795 5.983063 -4.906567 -0.1 -0.1 0.0
H -4.725929 7.068653 -4.469767 0.0 -0.1 0.0
H -3.632183 6.475243 -3.218654 0.0 0.0 0.0
H -5.955143 5.407137 -3.314892 0.0 -0.1 0.0
H -5.275476 3.222016 -2.731651 0.1 -0.1 -0.1
H -4.003667 4.279144 -2.141759 0.1 0.1 -0.1
H -1.970289 4.191228 -3.028604 -0.1 0.1 -0.1
H -2.204419 4.221993 -4.812139 0.2 0.2 0.1
H -1.552786 2.783578 -4.023051 -0.1 -0.1 0.0
H -6.307978 3.816764 -5.005468 -0.1 0.1 -0.1
H -4.845404 4.021313 -5.623320 0.0 0.2 0.0
C 7.287218 -1.589908 2.253091 -0.2 -0.1 0.0
C 8.456484 -2.049985 1.387581 0.1 0.3 0.3
C 9.697997 -2.466890 2.198695 0.2 -0.1 -0.2
O 10.450625 -1.382492 2.720214 -0.2 -0.3 0.1
C 9.935252 -0.826763 3.918751 0.2 0.3 -0.1
N 8.774406 -0.995494 0.417243 0.3 0.0 0.1
H 7.425862 -0.580538 2.642380 0.1 -0.1 0.0
H 6.364704 -1.578453 1.666540 0.1 0.0 0.0
H 7.134034 -2.264921 3.098617 0.0 0.0 0.0
H 8.120144 -2.933522 0.833884 0.1 0.0 0.0
H 10.378293 -2.995522 1.523871 0.0 0.1 0.0
H 9.438092 -3.175025 2.995108 -0.1 0.1 0.1
H 9.477629 -1.584647 4.560662 -0.1 0.0 -0.1
H 9.216824 -0.036073 3.691981 -0.1 -0.1 0.2
H 10.765806 -0.369889 4.458812 0.0 -0.1 -0.1
H 9.487429 -1.343295 -0.221175 -0.1 0.0 0.0
H 9.249954 -0.249734 0.924107 -0.1 -0.1 0.0
C -6.210904 -5.687003 -0.179711 -0.2 -0.2 -0.1
C -6.013280 -4.190959 -0.402953 0.3 -0.2 0.2
C -4.845836 -3.858287 -1.351745 -0.1 0.3 0.0
O -3.555515 -3.988447 -0.768181 -0.3 -0.1 -0.3
C -3.057174 -5.318023 -0.726622 0.3 0.3 0.3
N -5.856968 -3.531885 0.898591 0.2 0.2 -0.2
H -5.475560 -6.108949 0.506745 0.0 0.1 0.0
H -7.194354 -5.876268 0.255622 0.1 0.1 0.0
H -6.154182 -6.236752 -1.122781 0.0 0.0 0.0
H -6.927613 -3.810811 -0.870067 0.1 0.1 0.0
H -4.932798 -2.803673 -1.634236 0.1 0.0 0.1
H -4.907722 -4.435538 -2.282736 0.0 -0.1 0.1
H -3.368534 -5.903758 -1.595435 0.0 0.0 0.0
H -3.371659 -5.808612 0.197382 0.0 -0.2 -0.1
H -1.968172 -5.267862 -0.714997 -0.1 0.0 -0.1
H -5.824843 -2.524694 0.754998 -0.2 0.0 0.1
H -4.924271 -3.755297 1.242759 -0.1 -0.1 0.1
C 0.884010 -5.710450 0.553112 0.0 0.3 0.0
C -0.046693 -6.900613 0.767867 0.4 -0.1 -0.2
C 0.589445 -8.041540 1.584252 -0.2 -0.2 0.0
O 1.515603 -8.837446 0.859778 0.0 0.3 0.3
C 2.814071 -8.280833 0.749376 0.0 -0.3 -0.2
N -0.525983 -7.372127 -0.537212 0.0 -0.2 0.1
H 1.635697 -5.899848 -0.214774 0.0 -0.1 0.0
H 0.311538 -4.837369 0.227189 0.0 -0.1 0.0
H 1.399699 -5.441992 1.478419 0.0 0.0 0.0
H -0.908911 -6.537166 1.337275 0.0 -0.1 0.0
H -0.209828 -8.725672 1.884591 0.1 0.0 -0.1
H 1.043064 -7.668123 2.510608 0.1 0.1 -0.1
H 3.098424 -7.718170 1.643102 -0.1 0.1 0.0
H 2.880549 -7.645959 -0.137211 0.1 0.1 0.1
H 3.519405 -9.102753 0.617532 -0.1 0.0 0.1
H -1.221338 -8.100136 -0.386286 0.0 0.1 0.0
H 0.245415 -7.866232 -0.983698 0.0 0.1 0.0
C -3.757709 2.225277 4.837259 0.1 -0.2 -0.1
C -3.274156 3.335187 5.766007 -0.4 0.0 -0.1
C -3.996481 3.359927 7.126327 0.2 0.2 0.1
O -5.308047 3.901881 7.085851 0.2 -0.3 0.0
C -6.307915 2.998547 6.645137 -0.2 0.3 0.0
N -3.389364 4.622109 5.069534 0.0 0.1 0.2
H -4.717433 2.455999 4.372674 0.0 0.0 0.1
H -3.041515 2.074009 4.025072 0.0 0.1 0.0
H -3.855836 1.278140 5.373581 0.0 0.0 0.0
H -2.213578 3.149051 5.966314 0.0 0.1 0.1
H -3.430974 4.015983 7.795179 -0.1 0.0 0.0
H -4.002650 2.368446 7.595820 -0.1 -0.1 -0.1
H -6.107367 1.972912 6.967425 0.1 0.0 -0.1
H -6.407185 3.043307 5.558406 0.0 -0.2 0.0
H -7.258769 3.317798 7.074527 0.1 0.0 0.0
H -2.975508 5.347202 5.652270 0.0 0.0 -0.1
H -4.378433 4.867984 5.047230 0.1 -0.1 -0.1
```
Forces are in eV/Å.

Computed properties:
Total charge   +1
Multiplicity   1
HOMO level   -10.6 eV

Mulliken atomic charge list, values in e, 4 entries: number 1, C, carries -0.84; number 2, C, carries -0.56; number 3, C, carries -0.29; number 4, C, carries -0.49


Record 2
# C24H21NO16S

A cluster of 4 separate species, C24H21NO16S in total (ωB97M-V/def2-TZVPD, the Open Molecules 2025 dataset).

Structure (XYZ):
```
63
Properties=species:S:1:pos:R:3:forces:R:3
O 1.296089 -0.258768 -3.225176 -0.2 0.2 0.2
C 1.046563 -1.262571 -2.588026 0.2 -0.2 -0.3
C 1.565034 -2.577180 -2.961694 0.0 0.3 0.0
C 1.251909 -3.658333 -2.242146 0.4 -0.2 -0.5
O 1.712956 -4.876196 -2.557349 -0.4 0.2 0.5
C 0.365871 -3.568986 -1.041099 -0.4 0.4 0.4
O 0.096919 -4.587096 -0.430535 0.2 -0.2 -0.2
C -0.135076 -2.254214 -0.650637 0.0 -0.2 0.0
C 0.179385 -1.169059 -1.366663 -0.3 0.2 0.5
O -0.272235 0.053549 -1.018876 0.6 -0.4 -0.7
H 2.202658 -2.629736 -3.833161 0.0 0.0 0.0
H 1.340452 -5.478994 -1.885359 0.0 0.0 -0.1
H -0.760295 -2.201786 0.230609 0.0 0.0 0.0
H 0.086373 0.673445 -1.687148 -0.1 0.1 0.1
O -2.884199 0.493558 -2.590067 0.1 -0.1 0.2
C -3.971974 0.501659 -2.046837 -0.3 0.2 -0.5
C -5.195827 0.901634 -2.736741 0.3 0.0 0.0
C -6.365440 0.908569 -2.089369 -0.1 0.2 -0.7
O -7.505438 1.267475 -2.693136 0.1 -0.2 0.6
C -6.467638 0.514983 -0.648808 0.3 -0.2 0.6
O -7.555460 0.556762 -0.102257 -0.2 0.1 -0.3
C -5.252439 0.092943 0.035380 -0.3 0.1 -0.1
C -4.078015 0.081308 -0.610512 0.2 -0.3 0.7
O -2.951388 -0.302519 -0.008258 -0.4 0.4 -1.0
H -5.110295 1.185857 -3.776315 0.0 0.0 0.0
H -8.199572 1.188001 -2.010572 0.0 0.0 -0.1
H -5.343363 -0.205415 1.070523 0.0 0.0 0.0
H -2.242656 -0.218017 -0.683355 0.2 0.1 0.3
O 1.527059 2.608885 -1.771136 -0.1 0.2 0.4
C 2.416663 3.314521 -2.208099 0.1 -0.4 -0.7
C 3.011372 3.110631 -3.523843 -0.2 -0.1 0.2
C 3.999147 3.906547 -3.948483 -0.2 -0.5 -0.5
O 4.565576 3.749236 -5.150184 0.1 0.4 0.5
C 4.527950 5.020746 -3.099681 0.0 0.4 0.5
O 5.439748 5.705295 -3.523426 0.0 -0.2 -0.3
C 3.915525 5.238531 -1.791886 0.2 0.1 -0.2
C 2.926096 4.444888 -1.369503 0.1 0.5 0.5
O 2.340602 4.617147 -0.177677 -0.1 -0.4 -0.4
H 2.621475 2.300558 -4.125423 0.0 0.0 0.0
H 5.248198 4.444823 -5.212542 0.0 -0.1 -0.1
H 4.293868 6.056773 -1.195173 0.0 0.0 0.0
H 1.662761 3.916931 -0.114221 0.0 0.0 0.1
C 3.597255 -2.282049 3.482465 -0.3 1.1 0.0
C 2.978612 -1.031478 4.230998 0.0 -1.5 -0.4
C 1.446724 -1.327964 4.432822 1.8 0.5 0.4
O 0.746063 -0.731467 3.335505 -0.6 0.1 1.1
C -0.243798 0.177640 3.741757 -0.4 0.6 -0.2
O -1.326754 0.055799 2.798521 -0.2 -0.3 1.8
C -1.919816 -1.174077 2.918002 0.7 1.2 -0.3
O -1.930458 -1.885622 1.993818 -0.5 -1.9 -1.2
O -2.447216 -1.456259 4.143089 0.2 1.6 0.0
N -2.917629 -2.792135 4.219939 0.1 0.6 0.5
C -1.982969 -3.531038 4.520623 0.3 -2.4 -1.0
S -1.041287 -4.782643 4.514858 -0.2 0.9 0.5
H 3.923090 -3.027111 4.229917 -0.2 0.2 -0.6
H 4.434189 -1.983000 2.822999 -0.3 -0.3 0.5
H 2.794226 -2.677349 2.830576 0.6 -0.1 0.3
H 3.123269 -0.130871 3.612804 -0.3 -0.3 0.4
H 3.498435 -0.910910 5.199269 -0.3 0.1 -0.4
H 1.172630 -0.917121 5.423466 -0.4 -0.1 -0.6
H 1.291727 -2.425766 4.449720 -0.1 0.6 -0.1
H -0.627708 -0.008502 4.763045 0.3 -0.2 -0.4
H 0.082472 1.235540 3.694668 -0.1 -0.6 -0.3
```
Forces are in eV/Å.

Computed properties:
SMILES   O=C1C=C(O)C(=O)C=C1O.O=C1C=C(O)C(=O)C=C1O.O=C1C=C(O)C(=O)C=C1O.CCCOCOC(=O)ON=C=S
Total charge   0
Multiplicity   1
HOMO level   -9.4 eV

natural (NBO) atomic charge list, values in e, 4 entries: number 1, O, carries -0.53; number 2, C, carries 0.48; number 3, C, carries -0.40; number 4, C, carries 0.37


Record 3
# C3H4ClN2O

The ion C3H4ClN2O with charge +1 (ωB97M-V/def2-TZVPD, the Open Molecules 2025 dataset).

Structure (XYZ):
```
11
Properties=species:S:1:pos:R:3:forces:R:3
O 1.284112 -1.882525 1.992874 0.5 -0.9 1.3
N 1.143263 -1.352747 0.968922 -0.9 -0.1 0.7
C -0.041464 -0.693519 0.527383 -3.6 0.5 2.4
C 0.492189 0.122624 -0.591532 -0.1 0.9 0.4
N 1.763222 -0.387269 -0.933023 1.9 -1.9 0.4
C 2.063006 -1.247275 -0.071564 4.9 -2.8 -1.1
Cl 3.612654 -2.622293 0.127918 -3.3 3.3 -0.5
H -0.564202 -0.048042 1.345328 1.4 -1.0 -1.0
H -0.818947 -1.531930 0.526981 0.9 0.9 -1.2
H -0.019430 0.246318 -1.487343 -1.5 0.2 -1.3
H 0.735906 1.086441 -0.174797 -0.3 0.9 -0.1
```
Forces are in eV/Å.

Computed properties:
SMILES   O=[N+]1CCN=C1Cl
Total charge   +1
Multiplicity   1
HOMO level   -16.1 eV

natural (NBO) atomic charge list, values in e, 4 entries: number 1, O, carries -0.05; number 2, N, carries 0.26; number 3, C, carries -0.35; number 4, C, carries -0.29


Record 4
# C2H2NO3

The ion C2H2NO3 with charge -1 (ωB97M-V/def2-TZVPD, the Open Molecules 2025 dataset).

Structure (XYZ):
```
8
Properties=species:S:1:pos:R:3:forces:R:3
C -0.404822 -1.113303 -0.000379 -3.9 -3.8 -1.0
C 0.029497 1.207364 -0.063290 -2.3 1.9 0.1
N 0.447932 -0.167718 0.230911 2.8 6.4 1.5
O -0.975607 1.578938 0.671555 2.4 -0.9 -1.7
O 1.696688 -0.395290 0.305434 1.2 -1.2 -0.3
O 0.595300 1.756635 -1.031276 -0.4 -0.5 1.4
H 0.039426 -2.054303 0.105098 -0.2 -1.6 0.0
H -1.428415 -0.812323 -0.218054 0.4 -0.5 0.0
```
Forces are in eV/Å.

Computed properties:
Total charge   -1
Multiplicity   3
HOMO level (spin up / spin down)   -2.0 / -4.5 eV

natural (NBO) atomic charge list, values in e, 4 entries: number 1, C, carries -0.23; number 2, C, carries 0.82; number 3, N, carries -0.14; number 4, O, carries -0.78


Summary of ΔE to the lowest compared entry with this formula, charge and spin in kcal/mol
53.7, 0.0, 91.3, 20.4
(order as listed above)
Summary of max |F| in eV/A
2.61, 2.66, 5.80, 7.17
(order as listed above)
Summary of energy in eV
-138095.48963, -70308.69091, -20713.11926, -9735.75095
(order as listed above)